{
  "formula": "C4H10NO",
  "method": "wB97M-V/def2-TZVPD",
  "elements": ["C", "C", "C", "N", "C", "H", "H", "H", "H", "H", "H", "H", "H", "H", "H", "O"],
  "xyz": [[-2.950, -0.216, -2.573], [-1.915, 0.513, -1.834], [-0.691, -0.023, -1.504], [0.269, 0.991, -0.845], [1.509, 0.812, -1.072], [-3.044, 0.328, -3.563], [-2.696, -1.308, -2.631], [-3.897, -0.128, -1.881], [-2.063, 1.604, -1.914], [-0.243, -1.031, -1.512], [-0.137, 1.479, -0.062], [2.031, 0.243, -1.737], [2.187, 1.256, -0.392], [2.813, -0.770, 6.348], [3.502, -1.560, 5.413], [2.993, -1.696, 6.217]],
  "charge": 1,
  "gap_ev": 7.99,
  "e_lumo_ha": -0.200,
  "homo_energy_ev": -13.44
}

***

{
  "formula": "C5H9NO3",
  "method": "wB97M-V/def2-TZVPD",
  "elements": ["C", "C", "C", "C", "O", "C", "O", "N", "H", "H", "H", "H", "H", "H", "H", "O", "H", "H"],
  "xyz": [[0.497, 0.037, -2.490], [1.183, -0.444, -1.221], [1.440, 0.691, -0.216], [0.154, 0.941, 0.529], [-0.181, 1.998, 1.005], [-0.783, -0.299, 0.569], [-1.892, -0.165, 0.004], [0.319, -1.396, -0.481], [-0.479, 0.492, -2.275], [1.125, 0.790, -2.982], [0.340, -0.799, -3.186], [2.131, -0.935, -1.479], [2.187, 0.378, 0.530], [1.796, 1.608, -0.699], [-0.266, -1.963, -1.092], [-0.729, -0.891, 1.811], [0.864, -1.992, 0.141], [-1.553, -1.381, 1.929]],
  "gap_ev": 9.25,
  "e_lumo_ha": 0.016,
  "homo_energy_ev": -8.80
}

***

{
  "formula": "C2H10N4O2P",
  "method": "wB97M-V/def2-TZVPD",
  "elements": ["C", "N", "N", "N", "C", "P", "N", "O", "O", "H", "H", "H", "H", "H", "H", "H", "H", "H", "H"],
  "xyz": [[2.015, 0.126, -0.903], [1.260, -0.537, 0.098], [-0.054, -0.095, 0.070], [-0.743, -0.632, -1.054], [-1.582, 0.295, -1.699], [-0.855, -0.209, 1.657], [0.103, 0.787, 2.634], [-0.702, -1.634, 2.114], [-2.193, 0.349, 1.502], [1.447, 1.099, -1.027], [3.015, 0.329, -0.713], [1.910, -0.434, -1.814], [1.341, -1.599, 0.145], [-1.229, -1.539, -0.672], [-0.871, 1.116, -1.880], [-1.826, -0.249, -2.676], [-2.283, 0.607, -0.899], [0.225, 1.809, 2.383], [1.024, 0.412, 2.733]],
  "charge": -1,
  "gap_ev": 8.34,
  "smiles": "CNN(NC)[P@](N)(=O)[O-]",
  "e_lumo_ha": 0.143,
  "homo_energy_ev": -4.45
}

***

{
  "formula": "C4H12",
  "method": "wB97M-V/def2-TZVPD",
  "elements": ["C", "C", "H", "H", "H", "H", "H", "H", "C", "C", "H", "H", "H", "H", "H", "H"],
  "xyz": [[-0.893, 2.053, 1.575], [-1.361, 1.098, 0.378], [-1.097, 1.452, 2.544], [-0.015, 2.557, 1.499], [-1.694, 2.824, 1.711], [-1.135, 1.375, -0.577], [-2.442, 0.824, 0.313], [-0.864, 0.132, 0.521], [0.842, -1.239, -1.614], [1.476, -1.867, -0.355], [0.140, -1.905, -1.998], [0.580, -0.140, -1.488], [1.514, -1.178, -2.550], [0.975, -1.535, 0.584], [2.430, -1.432, -0.166], [1.545, -3.020, -0.377]],
  "gap_ev": 12.33,
  "smiles": "CC.CC",
  "e_lumo_ha": 0.042,
  "homo_energy_ev": -11.19
}